Entry 1:
{
  "formula": "C19H52N4O7S3",
  "method": "the ωB97M-V functional and the def2-TZVPD basis",
  "homo_energy_ev": -8.834,
  "elements": ["O", "S", "O", "S", "O", "C", "C", "C", "S", "H", "H", "H", "H", "H", "H", "H", "H", "C", "C", "C", "O", "C", "N", "H", "H", "H", "H", "H", "H", "H", "H", "H", "H", "H", "C", "C", "C", "O", "C", "N", "H", "H", "H", "H", "H", "H", "H", "H", "H", "H", "H", "C", "C", "C", "O", "C", "N", "H", "H", "H", "H", "H", "H", "H", "H", "H", "H", "H", "C", "C", "C", "O", "C", "N", "H", "H", "H", "H", "H", "H", "H", "H", "H", "H", "H"],
  "positions_angstrom": [[3.11829, -1.76545, -4.10085], [1.86726, -2.33792, -3.55815], [1.02858, -1.09482, -2.72411], [1.30275, 0.41998, -3.40719], [2.16176, -3.42641, -2.32706], [3.08090, -4.45575, -2.72733], [3.77300, -4.94070, -1.40240], [4.89970, -5.97493, -1.66380], [6.33730, -5.66628, -0.54395], [2.31961, 0.98811, -2.65919], [2.51868, -5.31406, -3.14795], [3.86796, -4.11483, -3.42428], [2.96628, -5.34079, -0.75265], [4.14395, -4.03562, -0.87243], [5.25790, -5.84044, -2.70565], [4.57258, -7.02050, -1.51868], [7.35778, -6.49606, -0.94613], [-0.60091, 6.49024, -2.79718], [-0.43501, 5.01123, -2.46285], [1.03316, 4.55316, -2.40412], [1.64893, 4.38190, -3.67225], [2.12459, 5.57739, -4.26679], [-1.21414, 4.21739, -3.41978], [-0.44466, 6.69846, -3.85601], [-1.61262, 6.81966, -2.55544], [0.09540, 7.10468, -2.22136], [-0.86153, 4.85524, -1.46683], [1.05585, 3.56476, -1.93467], [1.63622, 5.21424, -1.76928], [2.49845, 6.28429, -3.52122], [1.34336, 6.04249, -4.87082], [2.94475, 5.31439, -4.93607], [-1.18905, 3.24132, -3.13360], [-0.70675, 4.22303, -4.30175], [-2.24455, -6.34361, -1.08682], [-0.80615, -5.83805, -1.03514], [-0.24950, -5.71310, 0.39445], [-0.72171, -4.58524, 1.11101], [-1.99824, -4.74943, 1.70172], [-0.72181, -4.56785, -1.76318], [-2.96710, -5.57163, -0.82110], [-2.49148, -6.67450, -2.09703], [-2.38833, -7.19292, -0.41416], [-0.18664, -6.57244, -1.56136], [0.83338, -5.57756, 0.32278], [-0.41169, -6.63281, 0.97108], [-2.16189, -5.77490, 2.04493], [-2.78526, -4.45434, 1.00415], [-2.05504, -4.08328, 2.56402], [0.25505, -4.28070, -1.81791], [-1.14540, -3.85555, -1.17230], [-0.72816, 0.23404, 2.00579], [-0.43454, 0.13581, 0.51223], [-1.59717, 0.61334, -0.37670], [-2.67396, -0.30537, -0.48122], [-3.58566, -0.27382, 0.60151], [-0.03873, -1.23908, 0.19234], [-1.38517, -0.56338, 2.35575], [0.19713, 0.15530, 2.57836], [-1.19023, 1.19195, 2.25461], [0.41928, 0.79068, 0.30698], [-1.21468, 0.72887, -1.39524], [-1.96207, 1.60128, -0.06546], [-3.70918, 0.73612, 1.00285], [-3.26772, -0.95779, 1.39133], [-4.55296, -0.62045, 0.23439], [0.25587, -1.26986, -0.78130], [-0.88260, -1.80769, 0.21078], [-1.34909, 5.54019, 5.68635], [-2.01543, 4.75993, 4.55764], [-1.91693, 3.23260, 4.72137], [-0.64504, 2.68901, 4.40794], [0.31334, 2.78802, 5.44705], [-1.45523, 5.20595, 3.27685], [-0.26235, 5.55363, 5.59910], [-1.68090, 6.57963, 5.67266], [-1.60868, 5.12098, 6.66136], [-3.07898, 5.01794, 4.57056], [-2.61120, 2.77402, 4.01073], [-2.23742, 2.91322, 5.72081], [-0.14306, 2.68808, 6.43561], [0.86017, 3.73031, 5.37640], [1.03350, 1.97931, 5.31512], [-1.97264, 4.76336, 2.52148], [-0.52345, 4.80441, 3.19866]]
}


Entry 2:
{
  "formula": "C30H34F6N3O4",
  "method": "the ωB97M-V functional and the def2-TZVPD basis",
  "total_charge": 1,
  "homo_energy_ev": -9.376,
  "elements": ["H", "C", "H", "C", "C", "O", "O", "C", "C", "C", "N", "C", "C", "C", "O", "O", "C", "C", "H", "H", "H", "H", "H", "H", "H", "H", "H", "H", "H", "H", "H", "C", "N", "C", "C", "F", "F", "F", "C", "C", "C", "C", "C", "C", "C", "C", "C", "N", "C", "C", "C", "F", "F", "F", "C", "C", "C", "C", "H", "H", "H", "H", "H", "H", "H", "H", "H", "H", "H", "H", "H", "H", "H", "H", "H", "H", "H"],
  "positions_angstrom": [[0.26871, -0.00810, -0.70904], [-0.49224, -2.20109, -3.39080], [-0.66380, -2.79363, -2.49359], [-1.57146, -1.57020, -4.01954], [-2.98864, -1.65509, -3.50325], [-3.94932, -1.15839, -4.07017], [-3.10390, -2.34541, -2.34018], [-4.47839, -2.69502, -2.02303], [-4.52452, -3.38386, -0.68853], [-1.34716, -0.77428, -5.12641], [-0.06820, -0.49495, -5.52078], [1.01001, -0.94269, -4.80209], [0.80457, -1.74796, -3.70641], [2.01305, -1.94177, -2.82673], [3.14358, -1.58276, -3.12464], [1.73519, -2.54511, -1.64500], [2.95741, -3.00081, -1.01646], [2.63409, -3.60870, 0.31592], [-5.08940, -1.78656, -2.00764], [-4.84537, -3.36046, -2.81583], [-5.52516, -3.79324, -0.56526], [-3.80910, -4.20440, -0.62403], [-4.35449, -2.69549, 0.14148], [-2.16851, -0.28880, -5.65086], [0.08673, 0.19129, -6.25631], [1.98830, -0.55185, -5.05153], [3.40875, -3.74557, -1.68450], [3.65197, -2.16168, -0.89803], [3.50728, -4.16815, 0.66178], [2.43150, -2.84705, 1.07334], [1.77733, -4.28809, 0.26433], [1.97775, -1.27373, 5.65782], [1.55039, -2.13743, 4.57447], [1.87893, -3.55102, 4.67536], [3.36557, -3.76732, 4.46919], [3.68496, -5.07408, 4.20619], [3.80315, -3.01373, 3.39165], [4.10177, -3.34563, 5.55202], [0.96707, -1.58617, 3.47156], [0.15080, -2.35996, 2.60524], [-0.41200, -1.74939, 1.50183], [-0.15817, -0.39679, 1.22574], [-0.60587, 0.17316, -0.09229], [-0.82222, 1.66173, -0.22687], [-0.63911, 2.16279, -1.52125], [-0.56528, 3.52062, -1.75855], [-0.81670, 4.42694, -0.69069], [-0.64507, 5.76936, -0.82418], [-0.02986, 6.32818, -2.00165], [-1.24167, 6.73693, 0.09125], [-0.28326, 7.18095, 1.16125], [-0.59628, 8.41242, 1.66928], [-0.25757, 6.29724, 2.21617], [0.99933, 7.24523, 0.67752], [-1.17009, 3.90725, 0.57772], [-1.21374, 2.54046, 0.79259], [0.70052, 0.34628, 2.04861], [1.25266, -0.22300, 3.18261], [1.26350, -0.43893, 5.72896], [1.95538, -1.84834, 6.59036], [2.98558, -0.85387, 5.48221], [1.62869, -3.89648, 5.69258], [1.36931, -4.12730, 3.89163], [-0.07039, -3.40218, 2.85788], [-1.07981, -2.31760, 0.85215], [-1.47836, -0.38700, -0.49533], [-0.49781, 1.44935, -2.33404], [-0.30474, 3.86725, -2.76379], [0.54063, 5.56376, -2.54482], [-0.78201, 6.74997, -2.68767], [0.66941, 7.13473, -1.73747], [-1.50161, 7.63125, -0.49144], [-2.12694, 6.31111, 0.58079], [-1.32359, 4.57431, 1.41581], [-1.52982, 2.19480, 1.77340], [0.94146, 1.38258, 1.80627], [1.92630, 0.33116, 3.85370]]
}


Entry 3:
{
  "formula": "C25H19Cl2N4ORhS",
  "method": "the ωB97M-V functional and the def2-TZVPD basis",
  "homo_energy_ev": -7.491,
  "de_lowest_kcal_mol": 0.5,
  "elements": ["Rh", "N", "C", "O", "C", "C", "H", "H", "H", "H", "H", "H", "N", "C", "C", "C", "C", "C", "C", "C", "C", "C", "C", "C", "C", "N", "C", "C", "C", "C", "N", "H", "H", "H", "H", "H", "H", "H", "H", "H", "H", "Cl", "C", "C", "C", "C", "C", "Cl", "C", "S", "H", "H", "H"],
  "positions_angstrom": [[-0.27009, -0.17578, 0.81036], [-0.11122, 2.23027, 4.10105], [0.01533, 1.75492, 2.85901], [-0.94342, 1.16759, 2.31862], [1.28796, 1.93377, 2.10025], [1.53367, 0.69717, 1.23008], [-0.97827, 2.09302, 4.59332], [0.65173, 2.69459, 4.55795], [2.11739, 2.19211, 2.76507], [1.11257, 2.80314, 1.45903], [2.07358, -0.07609, 1.79007], [2.13928, 0.97732, 0.36982], [-2.81697, -10.03802, -0.72960], [-2.55288, -8.92776, -0.59684], [-2.22310, -7.53348, -0.42861], [-1.18250, -7.16787, 0.42024], [-0.87279, -5.82885, 0.58366], [-1.60221, -4.84927, -0.08505], [-2.63920, -5.22618, -0.93374], [-2.95050, -6.56311, -1.11171], [-1.27784, -3.40590, 0.12117], [-2.27498, -2.61386, 0.66869], [-3.57955, -2.99192, 1.11043], [-4.18825, -1.85732, 1.57927], [-3.23802, -0.81204, 1.42685], [-2.11202, -1.25180, 0.89791], [-0.00312, -2.99342, -0.29288], [0.92731, -3.76655, -1.03285], [1.98871, -2.95231, -1.35478], [1.69256, -1.69138, -0.80603], [0.52417, -1.70629, -0.16840], [-0.62091, -7.92942, 0.94342], [-0.06381, -5.53672, 1.23979], [-3.19215, -4.46649, -1.47012], [-3.74870, -6.85789, -1.77868], [-3.99655, -3.98542, 1.08388], [-5.18231, -1.76186, 1.98376], [-3.33940, 0.22680, 1.70488], [0.79343, -4.79783, -1.31547], [2.86968, -3.20691, -1.91941], [2.26710, -0.78207, -0.86704], [2.36794, 2.54049, -1.83906], [0.99264, 3.30591, -1.09897], [1.12623, 4.65168, -0.79445], [0.06494, 5.32855, -0.21615], [-1.12804, 4.66653, 0.02092], [-1.24093, 3.32286, -0.30351], [-2.79446, 2.59181, -0.05906], [-0.17599, 2.58049, -0.83140], [-0.29608, 0.85278, -1.17457], [2.05707, 5.15400, -1.01492], [0.16154, 6.37747, 0.02979], [-1.98186, 5.18234, 0.43658]]
}